Entry 1:
Molecular formula: C38H69BrN7O13P2
Method: DFT, wB97M-V/def2-TZVPD

Results
HOMO level	-10.2	eV
strongest force on any atom	0.170	hartree/bohr

```
! RIJCOSX wB97M-V def2-TZVPD def2/J DEFGRID3
* xyz 1 1
C 4.49310 -2.60259 1.69590
C 4.13605 -1.10652 1.11681
Br 2.61094 -0.24267 2.15489
C 3.72092 -1.25305 -0.48422
O 2.40824 -0.60022 -0.79594
C 2.18524 -0.55632 -2.25445
O 2.87635 -1.44595 -3.01087
C 1.20263 0.48545 -3.05173
C -0.46907 0.44699 -2.99312
C -1.08500 -0.75796 -2.04558
C -1.48643 -0.09720 -0.56239
C -1.05379 1.41984 -0.08916
C -1.50123 2.09258 1.37270
C -2.43486 1.21221 2.40806
C -2.86606 -0.32799 1.95635
C -2.40702 -0.98136 0.49256
C -1.40446 1.55243 -3.83157
P -3.31165 1.49952 -3.73340
O -3.98880 2.95197 -3.54914
O -3.98727 0.50241 -2.48882
O -3.86867 0.93120 -5.31411
N -0.70773 2.63348 -4.69218
C -1.54207 3.63880 -5.51422
N -1.79130 4.82089 -4.60456
C 0.82904 2.74682 -4.75356
P 1.78018 4.10681 -5.74409
O 1.44158 4.02684 -7.44986
O 1.46353 5.70019 -5.08833
C 1.84795 1.69160 -3.95000
O 3.32479 1.76075 -4.02906
C 3.84095 2.86477 -3.20548
C 4.93226 2.43087 -2.06179
C 5.21346 3.80987 -1.15810
C 6.39679 1.96895 -2.63635
C 6.35799 0.72856 -3.71392
C 7.24259 1.39249 -1.31622
H 4.97742 -2.51894 2.77838
H 3.55589 -3.32972 1.75924
H 5.33971 -3.09164 1.01885
H 5.11196 -0.42216 1.13632
H 4.56034 -0.72908 -1.11782
H 3.62193 -2.41626 -0.70185
H -2.01998 -1.20768 -2.60675
H -0.34948 -1.64773 -1.85448
H -0.40642 2.14026 -0.77914
H -1.18776 3.21119 1.64863
H -2.78470 1.69198 3.42637
H -3.55174 -0.90552 2.72917
H -2.74428 -2.06793 0.15552
H -4.32237 -0.35566 -2.93170
H -3.49122 0.00585 -5.42388
H -2.53988 3.14259 -5.94305
H -0.98387 4.04024 -6.46126
H -1.59480 4.54565 -3.59742
H -2.78734 5.13095 -4.59448
H 1.03782 3.10670 -7.60708
H 0.51259 5.98256 -5.23091
H 4.38210 3.61680 -3.95843
H 2.95157 3.49393 -2.73681
H 4.56811 1.57892 -1.33261
H 6.09261 4.36687 -1.73954
H 4.25912 4.48691 -1.29977
H 5.47430 3.57478 -0.04041
H 7.05533 2.86763 -3.04794
H 6.02552 1.06578 -4.78657
H 7.44955 0.26776 -3.77640
H 5.67744 -0.14359 -3.26481
H 7.39875 2.20670 -0.48627
H 8.33902 1.03534 -1.62482
H 6.65242 0.50226 -0.80533
C -2.56450 4.73380 -1.21851
O -1.39563 5.03045 -1.42990
N -3.53271 5.59066 -0.73986
C -4.89720 5.16138 -0.51601
C -3.17585 6.96399 -0.45109
H -2.94292 3.71514 -1.40431
H -5.56464 5.76673 -1.13602
H -5.14465 5.30523 0.53961
H -5.02601 4.10658 -0.77428
H -2.80005 7.43396 -1.36508
H -2.38212 6.97475 0.30220
H -4.04212 7.51890 -0.08100
C 4.63726 -6.99627 1.85519
O 5.08331 -5.85942 1.76816
N 3.37040 -7.32704 2.28694
C 2.91724 -8.70011 2.36141
C 2.46257 -6.26925 2.67896
H 5.24376 -7.87548 1.58218
H 2.04289 -8.81953 1.71519
H 2.64372 -8.92677 3.39585
H 3.69996 -9.39169 2.03743
H 2.31195 -5.59623 1.82936
H 2.90980 -5.70292 3.50165
H 1.50142 -6.68253 2.99633
C -8.56898 3.07407 2.20032
O -7.50784 3.53346 2.60270
N -9.03018 3.14524 0.90303
C -10.30031 2.57492 0.50587
C -8.22027 3.81114 -0.09567
H -9.26197 2.54719 2.87673
H -10.12353 1.82193 -0.26749
H -10.93579 3.37036 0.10626
H -10.80443 2.10543 1.35518
H -7.25051 3.30834 -0.16073
H -8.05871 4.84907 0.21118
H -8.71321 3.78819 -1.07128
C -5.57793 -3.54195 3.45616
O -4.40905 -3.24529 3.24477
N -6.54613 -2.68509 3.93480
C -7.91062 -3.11437 4.15866
C -6.18927 -1.31176 4.22358
H -5.95634 -4.56061 3.27036
H -8.57807 -2.50902 3.53865
H -8.15807 -2.97052 5.21428
H -8.03944 -4.16917 3.90039
H -5.81347 -0.84179 3.30959
H -5.39555 -1.30100 4.97687
H -7.05555 -0.75685 4.59367
C 7.13509 -7.96238 5.56886
O 6.45692 -8.70676 4.87247
N 6.90154 -6.61778 5.76442
C 7.75302 -5.80366 6.60609
C 5.76934 -5.99798 5.10813
H 8.02000 -8.33070 6.11350
H 7.15032 -5.38028 7.41469
H 8.17866 -4.99642 6.00321
H 8.56491 -6.39658 7.03639
H 4.85217 -6.50058 5.43011
H 5.87538 -6.11864 4.02565
H 5.71317 -4.93467 5.35622
*
```

Results of the Löwdin charge analysis, in e, for atoms 1 through 5: C -0.17; C -0.64; Br 0.59; C -0.18; O -0.15



Entry 2:
Molecular formula: C38H73AlN8O3P
Method: DFT, wB97M-V/def2-TZVPD

Results
HOMO level	-4.5	eV
strongest force on any atom	0.033	hartree/bohr

```
! RIJCOSX wB97M-V def2-TZVPD def2/J DEFGRID3
* xyz -1 1
C -2.11594 2.76771 2.06548
C -3.61221 2.53533 2.09669
O -4.42636 3.59403 1.55339
P -4.01211 4.47068 0.29602
O -5.19611 5.20722 -0.19719
C -3.24648 3.49962 -1.01894
C -3.73024 2.04529 -1.17867
Al -3.13482 1.32407 -3.01047
O -2.93845 5.51697 0.90963
C -2.28082 6.35556 -0.04883
C -0.84104 5.93825 -0.31478
H -1.68446 2.52240 1.09407
H -1.90387 3.79763 2.35577
H -1.63600 2.13932 2.81804
H -3.88471 1.59684 1.61096
H -3.92735 2.44841 3.14026
H -2.15537 3.53962 -0.95670
H -3.50885 4.06928 -1.91782
H -3.17453 1.42434 -0.46772
H -4.80413 1.95611 -1.00179
H -4.24924 0.36434 -3.67399
H -2.68466 2.51586 -4.00696
H -1.83184 0.36828 -2.67776
H -2.28284 7.36265 0.37683
H -2.85881 6.42588 -0.97411
H -0.14534 6.41634 0.37898
H -0.55662 6.24070 -1.32578
H -0.70558 4.86044 -0.24453
C 0.62209 5.43516 5.05169
C 1.93319 4.67834 5.22988
C 2.19033 3.67162 4.10188
C 1.13593 2.66318 4.03595
N 0.27468 1.90165 3.95754
H -0.23285 4.75857 5.07335
H 0.48769 6.16220 5.85227
H 0.60268 5.97262 4.10230
H 1.92838 4.15374 6.18725
H 2.76543 5.38391 5.25668
H 3.14272 3.15958 4.24829
H 2.23010 4.18284 3.13807
C -7.55994 -0.20444 1.13999
C -7.47602 -1.71891 0.98151
C -6.04632 -2.19834 0.71020
C -5.51239 -1.61938 -0.52176
N -5.08872 -1.14589 -1.48509
H -7.25085 0.30897 0.22877
H -8.58281 0.10214 1.36080
H -6.92180 0.14450 1.95489
H -8.12329 -2.04332 0.16589
H -7.83975 -2.20946 1.88603
H -6.01876 -3.28591 0.61890
H -5.38904 -1.91253 1.53488
C 2.97646 -0.56956 -5.21320
C 2.67032 -0.61997 -3.72133
C 1.18008 -0.45892 -3.39854
C 0.63590 0.81901 -3.84486
N 0.11299 1.77523 -4.21870
H 2.69870 0.39853 -5.63379
H 4.04421 -0.72923 -5.38323
H 2.42898 -1.34575 -5.75330
H 3.23678 0.15956 -3.20499
H 3.00842 -1.57760 -3.31541
H 1.01163 -0.52497 -2.32247
H 0.59397 -1.25065 -3.86992
C 6.83569 2.15412 -3.92930
C 7.70721 1.04208 -3.35832
C 8.16915 0.04345 -4.42349
C 7.04540 -0.63229 -5.06408
N 6.16212 -1.18338 -5.55613
H 5.91384 1.75595 -4.35535
H 6.55542 2.85550 -3.14485
H 7.36155 2.70840 -4.71018
H 7.14274 0.53554 -2.57989
H 8.59052 1.47852 -2.88699
H 8.80752 -0.72390 -3.98195
H 8.74580 0.55214 -5.19871
C 8.21543 0.60178 2.16727
C 7.43315 -0.66922 1.84148
C 7.18715 -0.82602 0.34022
C 6.38719 0.26844 -0.20228
N 5.73353 1.12751 -0.61679
H 7.65839 1.49381 1.87649
H 8.40832 0.66950 3.23847
H 9.17893 0.62199 1.65314
H 6.48796 -0.65932 2.37509
H 7.98631 -1.54162 2.19054
H 6.65031 -1.75320 0.14354
H 8.13802 -0.85833 -0.19752
C -5.60805 -6.92335 -0.65986
C -5.45793 -7.08093 0.84625
C -6.80484 -7.26722 1.55967
C -7.68326 -6.11591 1.36544
N -8.35748 -5.19349 1.21310
H -6.18507 -6.03210 -0.91204
H -4.62849 -6.82382 -1.12379
H -6.10935 -7.78863 -1.10080
H -4.94938 -6.21104 1.25237
H -4.82720 -7.94355 1.06390
H -6.65467 -7.39310 2.63298
H -7.32059 -8.15525 1.18827
C -2.03611 -2.60524 -0.97945
C -0.94708 -2.94069 0.02951
C -0.53728 -4.41984 -0.01769
C -1.67476 -5.27312 0.31200
N -2.60338 -5.91235 0.55173
H -2.95281 -3.16507 -0.78860
H -2.28900 -1.54661 -0.94762
H -1.70747 -2.82915 -1.99576
H -1.28056 -2.69608 1.04089
H -0.06772 -2.32639 -0.17265
H 0.26126 -4.63673 0.69450
H -0.17928 -4.68321 -1.01446
C 2.23720 -0.22810 0.90025
C 1.72316 -1.57389 1.39638
C 2.56839 -2.14713 2.54150
C 3.95283 -2.37735 2.14414
N 5.04973 -2.54899 1.83808
H 3.24338 -0.30640 0.48437
H 1.59085 0.16432 0.11741
H 2.26052 0.50547 1.70922
H 1.69981 -2.28846 0.57086
H 0.69883 -1.46467 1.75395
H 2.16198 -3.09737 2.89070
H 2.57182 -1.45571 3.38434
*
```

Results of the Löwdin charge analysis, in e, for atoms 1 through 5: C -0.10; C -0.26; O -0.19; P 0.47; O -0.29



Entry 3:
Molecular formula: C38H75N6O13P2
Method: DFT, wB97M-V/def2-TZVPD

Results
HOMO level	-10.6	eV
ΔE to the lowest compared entry with this formula, charge and spin	0.000	eV
strongest force on any atom	0.024	hartree/bohr

```
! RIJCOSX wB97M-V def2-TZVPD def2/J DEFGRID3
* xyz 1 1
C -0.83461 -3.15613 0.42532
C -1.39081 -1.79584 -0.01632
C -2.92247 -1.71673 0.09353
C -3.75236 -2.83040 -0.58597
C -4.88150 -2.27901 -1.46012
N -5.67197 -1.28185 -0.73466
C -7.12439 -1.36302 -0.95582
C -7.72960 0.01484 -0.93178
C -8.39316 0.49578 0.19253
C -8.90038 1.78592 0.22797
C -8.74646 2.61480 -0.87542
C -8.09860 2.14987 -2.01154
C -7.59601 0.86162 -2.03316
O -6.90321 0.45257 -3.15952
C -0.91980 -1.40117 -1.46091
C -1.42424 -2.18602 -2.67546
C -0.48988 -2.20917 -3.91003
C 0.28992 -0.95222 -4.20427
N 1.40612 -0.66010 -3.41549
O -0.05828 -0.19837 -5.08946
C -1.16898 0.07379 -1.42604
C -1.59645 0.98880 -2.51793
C -0.73765 2.24039 -2.70070
O -1.61728 3.26743 -3.13732
C -0.98643 4.46042 -3.40882
O -1.15624 5.43101 -2.75140
N -0.99574 0.49569 -0.21712
C -0.69178 -0.58641 0.73720
C 0.83351 -0.78865 0.91959
C 1.66393 0.50151 0.98488
C 2.24366 0.92249 -0.37780
C 2.38745 2.44251 -0.48183
N 2.80648 2.96017 -1.77427
C 4.17996 2.95121 -2.16651
N 4.58203 3.58249 -3.18125
N 5.11760 2.20213 -1.41174
P -1.53954 -0.25813 2.41127
P -1.16985 1.83260 2.89383
O 0.13518 2.18222 3.45732
O -1.53392 2.57919 1.50822
O -2.38411 2.20441 3.86418
H -1.63075 -3.89529 0.49865
H -0.10223 -3.54986 -0.28017
H -0.37260 -3.10850 1.41205
H -3.26939 -0.75647 -0.30106
H -3.20357 -1.69499 1.14393
H -4.23601 -3.41513 0.19904
H -3.14600 -3.53387 -1.15290
H -5.53713 -3.11669 -1.71016
H -4.49933 -1.88719 -2.41034
H -5.40482 -0.35840 -1.05063
H -7.34498 -1.84920 -1.91497
H -7.59628 -1.96851 -0.18034
H -8.50635 -0.15911 1.04784
H -9.40931 2.13635 1.11545
H -9.13496 3.62396 -0.84839
H -7.98618 2.78482 -2.87961
H -7.32306 -0.33972 -3.51228
H 0.17422 -1.45224 -1.48829
H -1.52934 -3.21915 -2.35066
H -2.40482 -1.81557 -2.97237
H 0.20305 -3.05218 -3.84273
H -1.09882 -2.37152 -4.79767
H 1.72852 0.27804 -3.62274
H 2.17603 -1.30389 -3.60338
H -2.59539 1.34284 -2.22859
H -1.72623 0.45622 -3.45684
H -0.26182 2.54493 -1.76529
H 0.02393 2.05467 -3.46576
H -0.33113 4.41809 -4.29170
H -1.10216 1.47647 0.03724
H 0.99078 -1.35729 1.83517
H 1.24942 -1.40388 0.11938
H 2.50249 0.31802 1.65687
H 1.12117 1.34156 1.41086
H 1.60331 0.56575 -1.18834
H 3.23319 0.47473 -0.47770
H 3.06237 2.80433 0.29630
H 1.41764 2.89240 -0.23849
H 2.23561 2.57311 -2.51234
H 3.80344 4.08653 -3.60381
H 5.00427 2.28050 -0.41230
H 5.15957 1.23383 -1.69399
H -0.64679 -0.83015 3.32684
H -1.87357 3.47711 1.64418
H -3.05910 1.51073 3.84230
C 6.26679 -4.29128 2.81767
O 7.03728 -3.10519 2.78300
C 6.91276 -2.37202 1.57936
C 6.01371 -1.16972 1.75234
O 4.66369 -1.54678 1.99950
C 4.30419 -1.43674 3.36821
H 6.32241 -4.68252 3.83138
H 5.22005 -4.09963 2.56472
H 6.67098 -5.04074 2.12925
H 6.53278 -3.01097 0.77541
H 7.91098 -2.02577 1.29536
H 6.03022 -0.57964 0.82944
H 6.38774 -0.53938 2.56392
H 4.24869 -0.38482 3.66902
H 5.01435 -1.95778 4.01291
H 3.32007 -1.88916 3.48875
C 6.61798 0.23514 -6.06625
O 6.67277 -1.08556 -6.57662
C 6.53579 -2.08995 -5.59020
C 5.15336 -2.69985 -5.60549
O 4.15933 -1.75709 -5.21070
C 3.44391 -1.22466 -6.31819
H 6.58116 0.90922 -6.91919
H 5.73008 0.39322 -5.44761
H 7.51013 0.46473 -5.47554
H 6.75684 -1.68668 -4.59648
H 7.26612 -2.87508 -5.80758
H 5.12132 -3.53346 -4.89764
H 4.92767 -3.09050 -6.60115
H 2.79102 -1.99065 -6.75121
H 4.10660 -0.84512 -7.09722
H 2.82517 -0.40790 -5.94775
C -1.63293 2.04978 6.91507
O -1.07853 1.45184 8.06962
C -0.70922 2.39030 9.06972
C -1.72413 2.45097 10.18730
O -2.96348 2.97761 9.74233
C -3.95851 1.99477 9.53705
H -2.01791 1.24326 6.29377
H -2.45309 2.72812 7.16670
H -0.87068 2.59399 6.34833
H -0.58258 3.38467 8.63073
H 0.25434 2.07429 9.47998
H -1.34571 3.11214 10.97245
H -1.86288 1.45542 10.62005
H -4.29163 1.56808 10.48907
H -3.60099 1.18811 8.89069
H -4.80496 2.48620 9.06032
*
```

Results of the Löwdin charge analysis, in e, for atoms 1 through 5: C 0.01; C -0.39; C -0.17; C -0.17; C -0.22



no.,gap between HOMO and LUMO (Eh)
1,0.180
2,0.224
3,0.256